(1)
14
Properties=species:S:1:pos:R:3:lowdin_charge:R:1 method="wB97M-V/def2-TZVPD" multiplicity=1 total_energy_ev=-7357.384 lumo_ev=-0.089 homo_ev=-8.475
C -1.3604 -0.1160 -0.0896 -0.3056
C -1.4134 1.3929 0.2405 -0.1098
C -0.2584 -0.7609 0.6917 0.0941
C 0.8870 -1.1172 -0.1019 -0.3337
C 2.1359 -0.4859 0.4667 -0.1174
O 1.9416 -1.8552 0.5360 -0.0325
H -1.3303 -0.2218 -1.1907 0.1012
H -2.3024 -0.5522 0.2737 0.1085
H -2.4139 1.7824 0.0196 0.0709
H -0.6889 1.9354 -0.3759 0.0719
H -1.1875 1.5807 1.2965 0.0723
H 0.8876 -1.2501 -1.1913 0.1449
H 2.8615 -0.1213 -0.2655 0.1189
H 2.0893 0.0500 1.4154 0.1164

---

(2)
124
Properties=species:S:1:pos:R:3:lowdin_charge:R:1 method="wB97M-V/def2-TZVPD" multiplicity=1 total_energy_ev=-103542.000 charge=-1 lumo_ev="1.993 / 1.994" homo_ev="-3.025 / -2.720"
Tl -0.0007 -1.2523 -0.5596 0.9150
C -1.6354 -0.6299 3.3902 -0.1056
N -0.8225 0.1166 4.3728 -0.2700
C -1.5282 0.3401 5.6335 -0.1028
P 0.2562 1.2148 3.7904 0.4751
O 1.0716 0.7469 2.6614 -0.2246
O -0.5478 2.5906 3.4425 -0.2868
P -1.1897 2.7922 1.9557 0.4612
O -1.6508 1.5342 1.3628 -0.2510
N -0.0746 3.5713 1.0403 -0.2781
C 0.7267 2.7541 0.1112 -0.0927
C 0.6045 4.7429 1.5754 -0.1069
N -2.3340 3.9602 2.3252 -0.2835
C -3.1995 3.6373 3.4746 -0.1129
C -3.1657 4.2757 1.1323 -0.1021
N 1.1040 1.7139 5.1405 -0.2941
C 2.0999 0.6912 5.5314 -0.1047
C 1.7031 3.0517 5.0877 -0.1132
H -1.7655 -1.6594 3.7338 0.0920
H -1.1644 -0.6332 2.4110 0.0389
H -2.6207 -0.1706 3.2740 0.0885
H -1.7471 -0.6256 6.0918 0.0832
H -2.4810 0.8581 5.4687 0.0772
H -0.9227 0.9243 6.3181 0.0685
H 0.1552 1.8878 -0.2150 0.0546
H 1.6476 2.3940 0.5841 0.0810
H 0.9833 3.3531 -0.7660 0.0710
H -0.0376 5.2582 2.2875 0.0730
H 0.8404 5.4324 0.7618 0.0769
H 1.5423 4.4683 2.0730 0.0774
H -2.6000 3.3923 4.3459 0.0641
H -3.8746 2.8010 3.2601 0.0884
H -3.8070 4.5116 3.7103 0.0786
H -2.5319 4.4468 0.2631 0.0793
H -3.7363 5.1846 1.3304 0.0775
H -3.8596 3.4642 0.8915 0.0747
H 1.6557 -0.3053 5.4927 0.0701
H 2.4298 0.8858 6.5532 0.0790
H 2.9716 0.6932 4.8667 0.0846
H 0.9730 3.7859 4.7641 0.0657
H 2.5670 3.0914 4.4126 0.0852
H 2.0422 3.3224 6.0879 0.0790
C 2.9242 -4.6896 -1.4319 -0.0430
C 1.9343 -4.2930 -2.5029 -0.3539
C 1.8582 -5.0300 -3.6748 -0.0910
C 0.9552 -4.6019 -4.6536 -0.1060
C 0.2149 -3.4648 -4.4621 -0.0454
C 0.3540 -2.7071 -3.2497 -0.4693
N 1.1845 -3.2052 -2.2715 0.0948
N -0.2716 -1.5505 -3.0143 -0.1423
Si -1.1247 -0.5735 -4.1149 0.3162
C -2.7698 -1.2878 -4.6462 -0.1565
C -0.1451 -0.2322 -5.6970 -0.1902
C -1.4696 1.1016 -3.3551 -0.1838
H 3.9343 -4.7026 -1.8481 0.0747
H 2.7124 -5.6901 -1.0450 0.0738
H 2.9059 -3.9752 -0.6117 0.0509
H 2.4821 -5.9030 -3.8206 0.0905
H 0.8446 -5.1732 -5.5704 0.0944
H -0.4848 -3.1163 -5.2149 0.0747
H -2.6416 -2.2560 -5.1484 0.0192
H -3.2886 -0.6105 -5.3392 0.0286
H -3.4150 -1.4487 -3.7684 0.0221
H -0.2181 -1.0556 -6.4210 0.0147
H 0.9206 -0.0941 -5.4588 0.0039
H -0.5206 0.6789 -6.1874 0.0196
H -1.8473 0.9616 -2.3321 -0.0161
H -2.2224 1.6545 -3.9391 0.0301
H -0.5596 1.7052 -3.2962 -0.0089
C 1.8333 -4.8749 3.1630 -0.1164
N 0.7195 -3.9854 2.8955 -0.2460
C 0.0665 -4.2977 1.6333 -0.0987
C 1.0611 -2.5656 3.0333 -0.1759
C 2.2546 -2.0568 2.2331 -0.2578
C 3.5228 -2.1071 2.8215 -0.0789
C 4.6554 -1.6502 2.1560 -0.1080
C 4.5253 -1.1184 0.8785 -0.1058
C 3.2685 -1.0464 0.2819 -0.1613
C 2.1529 -1.5126 0.9582 -0.1546
H 1.4790 -5.9081 3.1320 0.0768
H 2.2309 -4.6817 4.1657 0.0795
H 2.6609 -4.7757 2.4446 0.0823
H -0.2782 -5.3352 1.6495 0.0887
H 0.7081 -4.1619 0.7520 0.0720
H -0.8058 -3.6574 1.5156 0.0483
H 1.2555 -2.3858 4.0966 0.1114
H 0.1815 -1.9845 2.7518 0.0632
H 3.6154 -2.5054 3.8306 0.1017
H 5.6277 -1.7074 2.6340 0.0882
H 5.3989 -0.7607 0.3409 0.0917
H 3.1782 -0.6299 -0.7160 -0.0089
C -4.3899 1.2613 -1.3910 -0.0744
C -4.5849 -0.2388 -1.4087 -0.2398
C -5.8140 -0.7957 -1.7066 -0.1072
C -6.0315 -2.1746 -1.7337 -0.1499
C -4.9505 -2.9942 -1.4229 -0.1037
C -3.6929 -2.4977 -1.1131 -0.2460
C -2.5682 -3.4238 -0.7575 -0.0835
C -3.4463 -1.0821 -1.1159 -0.3707
N -2.2781 -0.4804 -0.8754 -0.0108
H -5.3103 1.7679 -1.0846 0.0641
H -4.1086 1.6475 -2.3796 0.0621
H -3.5823 1.5326 -0.6996 0.0454
H -6.6398 -0.1199 -1.9190 0.0944
H -7.0011 -2.5882 -1.9821 0.0705
H -5.0847 -4.0726 -1.4188 0.0935
H -2.8974 -4.4659 -0.7582 0.0778
H -2.1878 -3.1888 0.2436 0.0334
H -1.7278 -3.3421 -1.4600 0.0478
S 2.2134 0.7012 -2.6340 0.7045
C 2.5952 2.3015 -2.9473 -0.8450
N 3.2922 3.0748 -2.0764 0.0046
C 3.7834 4.4220 -2.3453 -0.1830
C 3.8696 4.6330 -3.8433 -0.1764
C 2.5293 4.2751 -4.4531 -0.1780
N 2.2023 2.9041 -4.0900 0.0128
H 3.5542 2.5994 -1.2310 0.1184
H 4.7611 4.5387 -1.8852 0.1167
H 3.1206 5.1730 -1.9073 0.1121
H 4.6350 3.9726 -4.2569 0.1230
H 4.1368 5.6654 -4.0683 0.1134
H 2.5603 4.3523 -5.5364 0.1183
H 1.7650 4.9686 -4.0919 0.1188
H 1.6430 2.3285 -4.6965 0.1131